(w)
{"formula": "C4H9INO", "method": "ωB97M-V/def2-TZVPD", "lumo_ev": -4.43, "total_charge": 1, "symbols": ["C", "C", "C", "C", "N", "O", "I", "H", "H", "H", "H", "H", "H", "H", "H", "H"], "positions_angstrom": [[1.370, 0.613, 1.045], [1.134, 1.258, -0.392], [-0.113, 0.722, 1.243], [-1.222, -1.722, -0.936], [-0.259, 0.877, -0.286], [-1.646, -2.173, -2.078], [-1.002, -3.102, 0.603], [1.663, -0.441, 0.866], [1.913, 1.043, 1.871], [1.096, 2.366, -0.421], [1.546, 0.822, -1.236], [-0.752, -0.066, 1.812], [-0.303, 1.696, 1.687], [-0.477, -0.202, -0.830], [-1.029, 1.446, -0.803], [-1.919, -3.137, -2.146]], "nbo_charge": [-0.4187, -0.2009, -0.2026, 0.0994, -0.6005, -0.6120, 0.2130, 0.2200, 0.2508, 0.2189, 0.2165, 0.2396, 0.2195, 0.4096, 0.4351, 0.5122]}

***

(x)
{"formula": "C4H9INO", "method": "ωB97M-V/def2-TZVPD", "lumo_ev": -4.17, "total_charge": 1, "symbols": ["C", "C", "C", "C", "N", "O", "I", "H", "H", "H", "H", "H", "H", "H", "H", "H"], "positions_angstrom": [[-0.363, -1.237, 1.012], [0.534, 1.823, 0.914], [0.803, 0.818, -0.174], [-0.283, -0.261, -0.318], [-0.385, -1.350, -1.437], [-0.537, -2.389, 0.888], [-2.340, 0.384, -0.207], [-0.227, -0.613, 1.983], [1.311, 1.754, 1.662], [-0.452, 1.597, 1.369], [0.511, 2.862, 0.567], [1.846, 0.490, -0.158], [0.838, 1.193, -1.216], [-0.887, -2.099, -1.008], [0.473, -1.885, -1.612], [-0.839, -1.088, -2.264]], "nbo_charge": [0.4044, -0.6241, -0.4876, -0.0494, -0.7120, -0.5089, 0.2441, 0.1813, 0.2402, 0.2163, 0.2559, 0.2595, 0.2347, 0.4555, 0.4450, 0.4451]}

***

Verdict on stability: (w) comes out at the bottom.

***

(w)
{"formula": "C4H12N3", "method": "ωB97M-V/def2-TZVPD", "lumo_ev": [-8.76, -12.86], "multiplicity": 2, "total_charge": 2, "s2": 0.761, "symbols": ["C", "C", "C", "N", "H", "H", "H", "H", "H", "H", "N", "C", "N", "H", "H", "H", "H", "H", "H"], "positions_angstrom": [[-1.921, -0.602, -0.755], [-2.231, -1.075, -1.974], [-1.345, 1.384, 0.533], [-1.602, 0.793, -0.592], [-1.817, -1.149, 0.174], [-2.195, -0.411, -2.877], [-2.478, -2.128, -2.105], [-1.125, 2.442, 0.475], [-1.383, 0.842, 1.442], [-1.487, 1.317, -1.432], [1.100, -0.265, -0.163], [1.546, 0.114, 1.210], [2.952, -0.123, 1.555], [1.817, 0.064, -0.831], [1.212, -1.282, -0.246], [1.330, 1.177, 1.368], [0.906, -0.399, 1.963], [3.180, -1.107, 1.341], [3.540, 0.406, 0.914]], "nbo_charge": [-0.1086, -0.2555, 0.0889, -0.3794, 0.2318, 0.2390, 0.2678, 0.2487, 0.2247, 0.4450, -0.6038, -0.1617, -0.3132, 0.3977, 0.3978, 0.2274, 0.2432, 0.4061, 0.4040]}

***

(x)
{"formula": "C4H12N3", "method": "ωB97M-V/def2-TZVPD", "lumo_ev": [-7.89, -11.50], "multiplicity": 2, "total_charge": 2, "s2": 0.766, "symbols": ["N", "C", "N", "H", "H", "H", "H", "H", "C", "C", "N", "C", "H", "H", "H", "H", "H", "H", "H"], "positions_angstrom": [[-1.776, -0.054, 2.466], [-2.224, -0.305, 1.265], [-1.496, -0.836, 0.301], [-0.806, -0.189, 2.732], [-2.295, 0.588, 3.050], [-3.242, 0.011, 1.063], [-1.930, -0.984, -0.601], [-0.480, -0.711, 0.245], [0.430, 2.001, -1.111], [0.619, 0.641, -1.239], [1.386, -0.056, -0.376], [2.132, -1.248, -0.853], [0.868, 2.605, -0.323], [-0.225, 2.527, -1.797], [0.129, 0.048, -2.007], [2.015, 0.609, 0.081], [2.650, -1.689, -0.006], [1.416, -1.973, -1.242], [2.829, -0.984, -1.649]], "nbo_charge": [-0.6732, 0.4107, -0.7301, 0.4277, 0.4529, 0.2523, 0.4375, 0.4116, -0.1247, 0.0591, -0.4118, -0.4448, 0.2355, 0.2566, 0.2445, 0.4298, 0.2618, 0.2373, 0.2672]}

***

(y)
{"formula": "C4H12N3", "method": "ωB97M-V/def2-TZVPD", "lumo_ev": [-6.60, -12.17], "multiplicity": 2, "total_charge": 2, "s2": 0.754, "symbols": ["C", "C", "C", "C", "N", "N", "N", "H", "H", "H", "H", "H", "H", "H", "H", "H", "H", "H", "H"], "positions_angstrom": [[0.730, 1.622, 0.363], [1.054, 0.099, 0.510], [-0.055, -0.797, 0.018], [-1.228, -0.316, -0.443], [-2.179, -1.341, -0.985], [0.190, -2.156, 0.135], [1.822, 2.504, 0.664], [0.550, 1.663, -0.720], [-0.215, 2.055, 0.735], [1.997, -0.032, -0.026], [1.258, -0.150, 1.541], [-1.306, 0.584, -1.036], [-1.734, -2.264, -0.950], [-2.420, -1.091, -1.947], [-3.055, -1.309, -0.457], [-0.446, -2.719, 0.681], [1.166, -2.401, 0.221], [1.956, 2.737, 1.656], [1.915, 3.311, 0.039]], "nbo_charge": [-0.3162, -0.4432, 0.2563, -0.1953, -0.6845, -0.8254, -0.1917, 0.2388, 0.3168, 0.2638, 0.2628, 0.2350, 0.4544, 0.4565, 0.4583, 0.4217, 0.4255, 0.4305, 0.4359]}

***

Verdict on stability: (w) comes out at the bottom.

***

(w)
{"formula": "C9H18LiO5", "method": "ωB97M-V/def2-TZVPD", "lumo_ev": -2.78, "total_charge": 1, "symbols": ["Li", "C", "O", "H", "H", "H", "H", "C", "O", "H", "H", "H", "H", "C", "O", "H", "H", "H", "H", "C", "C", "C", "C", "C", "C", "O", "O", "H", "H", "H", "H", "H", "H"], "positions_angstrom": [[0.837, 0.162, -1.354], [2.757, 0.956, -3.266], [2.553, -0.288, -2.649], [2.758, 1.791, -2.583], [2.039, 1.151, -3.992], [3.762, 0.878, -3.885], [3.273, -1.015, -2.680], [1.909, 2.877, 0.014], [0.957, 2.020, -0.585], [1.709, 2.593, 1.052], [1.654, 3.933, -0.048], [3.052, 2.735, -0.310], [0.100, 2.565, -0.315], [0.428, -3.246, -1.004], [0.696, -1.860, -0.705], [0.377, -3.305, -2.066], [-0.533, -3.619, -0.572], [1.318, -3.819, -0.612], [1.166, -1.970, 0.069], [-3.557, -0.735, 2.078], [-3.165, -0.339, 0.824], [-1.821, 0.120, 0.483], [-0.871, 0.205, 1.577], [-1.333, 0.053, 2.957], [-2.686, -0.435, 3.172], [-3.109, -0.353, 4.441], [-1.283, 0.170, -0.821], [-4.374, -1.269, 2.376], [-3.895, -0.508, -0.082], [0.138, 0.421, 1.523], [-0.678, 0.346, 3.654], [-2.382, 0.170, 4.878], [-1.796, -0.384, -1.569]], "nbo_charge": [0.9211, -0.2542, -0.8036, 0.1774, 0.1830, 0.1943, 0.5231, -0.2732, -0.7955, 0.1816, 0.1940, 0.2035, 0.5130, -0.2566, -0.7663, 0.1901, 0.1921, 0.1863, 0.4764, -0.2615, -0.2231, 0.2423, -0.2514, -0.2986, 0.3414, -0.6389, -0.7685, 0.2394, 0.2266, 0.2004, 0.2047, 0.4884, 0.5123]}

***

(x)
{"formula": "C9H18LiO5", "method": "ωB97M-V/def2-TZVPD", "lumo_ev": -2.63, "total_charge": 1, "symbols": ["Li", "C", "O", "H", "H", "H", "H", "C", "O", "H", "H", "H", "H", "C", "O", "H", "H", "H", "H", "C", "C", "C", "C", "C", "C", "O", "O", "H", "H", "H", "H", "H", "H"], "positions_angstrom": [[1.031, 0.207, -0.358], [2.780, -2.017, 0.169], [2.525, -0.998, -0.710], [2.548, -1.879, 1.261], [3.817, -2.574, 0.032], [2.251, -3.017, -0.006], [3.377, -0.961, -1.238], [2.829, 1.714, 1.194], [1.375, 1.690, 1.120], [2.956, 1.761, 2.277], [3.351, 2.613, 0.677], [3.301, 0.866, 0.549], [1.105, 2.594, 1.319], [0.353, 0.350, -3.360], [0.738, 1.115, -2.182], [1.332, 0.469, -3.963], [-0.441, 0.931, -3.816], [-0.159, -0.699, -3.009], [0.803, 1.836, -2.470], [-2.002, 0.268, 2.252], [-1.095, -0.444, 1.361], [-1.598, -0.948, 0.086], [-2.964, -0.867, -0.321], [-3.730, -0.050, 0.579], [-3.327, 0.471, 1.881], [-4.176, 1.077, 2.711], [-0.549, -1.330, -0.761], [-1.689, 0.597, 3.166], [-0.150, -0.537, 1.623], [-3.319, -1.425, -1.122], [-4.920, -0.030, 0.138], [-5.243, 0.859, 2.431], [-1.108, -1.641, -1.510]], "nbo_charge": [0.8949, -0.3142, -0.7699, 0.1979, 0.2035, 0.1937, 0.5176, -0.2930, -0.7811, 0.2089, 0.1921, 0.1950, 0.5010, -0.2746, -0.7324, 0.2075, 0.1922, 0.1983, 0.4381, -0.2220, -0.2706, 0.2594, -0.2971, -0.2281, 0.2874, -0.6527, -0.7182, 0.2243, 0.1942, 0.2283, 0.2245, 0.5051, 0.4900]}

***

Verdict on stability: (x) comes out at the bottom.